Molecular formula: C13H22NO6P
Method: DFT, ωB97M-V/def2-TZVPD

Summary:
Structure (SMILES): CCCCN(Cc1ccccc1C)C(=O)OP(=O)(O)O.O
HOMO-LUMO gap (eV): 9.8

CARTESIAN COORDINATES (ANGSTROEM)
C  1.34  -2.83  -0.41
C  -0.04  -2.56  0.17
C  -0.96  -1.77  -0.78
C  -0.50  -0.32  -0.93
N  -1.24  0.57  -0.05
C  -0.69  1.97  -0.07
C  0.69  1.99  0.52
C  0.79  1.75  1.90
C  2.03  1.73  2.52
C  3.17  1.96  1.75
C  3.08  2.21  0.39
C  1.84  2.22  -0.26
C  1.80  2.46  -1.74
C  -2.57  0.65  -0.44
O  -3.02  0.33  -1.49
O  -3.36  1.18  0.55
P  -4.84  0.55  0.69
O  -5.48  1.06  1.90
O  -4.62  -1.02  0.70
O  -5.64  0.87  -0.62
H  1.93  -1.92  -0.39
H  1.88  -3.53  0.22
H  1.30  -3.16  -1.44
H  -0.52  -3.51  0.39
H  0.05  -1.98  1.09
H  -0.95  -2.27  -1.75
H  -1.97  -1.82  -0.38
H  -0.55  -0.01  -1.98
H  0.56  -0.29  -0.67
H  -0.73  2.36  -1.08
H  -1.34  2.56  0.58
H  -0.12  1.56  2.44
H  2.09  1.52  3.58
H  4.15  1.94  2.22
H  3.98  2.36  -0.19
H  2.73  2.13  -2.19
H  1.61  3.50  -1.99
H  1.02  1.87  -2.21
H  -4.72  -1.27  1.63
H  -5.51  0.19  -1.29
O  4.14  -4.16  -0.25
H  4.93  -4.21  0.29
H  4.24  -4.87  -0.90